[1]
Molecular formula: C4H13NO3
Method: DFT, ωB97M-V with the def2-TZVPD basis set

Computed properties:
E_HOMO = -8.40 eV
M = 123.15 g/mol
Orbital gap = 0.32735 Ha
F_max = 1.92 eV Å⁻¹
Structure (SMILES) = C=CC(=C)N.O.O.O
ΔE to the lowest compared entry with this formula, charge and spin = 61.4 kcal per mole

ORCA input file:
```
! RIJCOSX wB97M-V def2-TZVPD def2/J DEFGRID3
* xyz 0 1
N -1.812 0.388 -0.810
C -0.793 -0.446 -1.273
C -1.004 -1.682 -1.741
C 0.896 1.366 -1.467
C 0.575 0.104 -1.223
H -1.777 1.327 -1.157
H -2.749 0.022 -0.741
H -0.337 -2.400 -2.178
H -2.053 -1.960 -1.661
H 1.894 1.770 -1.337
H 0.277 2.117 -1.953
H 1.332 -0.582 -0.886
H 3.005 1.828 1.145
H 1.813 1.739 2.006
O 2.671 1.315 1.887
H -1.090 -0.019 2.238
H -1.918 -0.489 0.959
O -1.909 -0.370 1.918
H 1.459 -0.672 2.195
H 0.666 -2.070 2.298
O 0.856 -1.287 1.782
*
```


[2]
Molecular formula: C28H49N7
Method: DFT, ωB97M-V with the def2-TZVPD basis set

Computed properties:
E_HOMO = -10.52 eV
M = 483.75 g/mol
Orbital gap = 0.40504 Ha
F_max = 3.48 eV Å⁻¹
Structure (SMILES) = CCCC#N.CCCC#N.CCCC#N.CCCC#N.CCCC#N.CCCC#N.CCCC#N
ΔE to the lowest compared entry with this formula, charge and spin = 96.2 kcal per mole

ORCA input file:
```
! RIJCOSX wB97M-V def2-TZVPD def2/J DEFGRID3
* xyz 0 1
C 3.564 -1.223 -2.327
C 4.593 -1.640 -3.359
C 5.334 -2.914 -2.914
C 4.751 -4.179 -3.406
N 4.317 -5.160 -3.810
H 3.113 -0.266 -2.594
H 3.990 -1.101 -1.325
H 2.782 -1.952 -2.098
H 5.329 -0.830 -3.365
H 4.282 -1.707 -4.400
H 5.318 -2.971 -1.825
H 6.369 -2.881 -3.254
C 3.035 1.638 2.546
C 4.529 1.467 2.829
C 5.162 0.512 1.781
C 6.603 0.516 1.766
N 7.749 0.590 1.757
H 2.733 2.525 3.114
H 2.445 0.818 2.950
H 2.856 1.934 1.513
H 4.646 1.070 3.835
H 4.987 2.450 2.728
H 4.915 0.888 0.780
H 4.728 -0.487 1.836
C -3.290 -0.817 -3.320
C -2.769 -0.355 -4.686
C -1.956 -1.443 -5.387
C -0.846 -1.925 -4.605
N 0.070 -2.180 -3.964
H -4.070 -0.124 -2.993
H -2.511 -0.774 -2.561
H -3.810 -1.777 -3.300
H -2.138 0.523 -4.520
H -3.561 0.150 -5.242
H -1.572 -1.045 -6.335
H -2.597 -2.235 -5.784
C -4.807 3.593 -0.275
C -3.628 3.030 0.533
C -2.279 3.322 -0.158
C -2.226 2.583 -1.411
N -2.165 2.015 -2.405
H -4.772 3.150 -1.274
H -4.754 4.679 -0.305
H -5.790 3.253 0.054
H -3.779 1.952 0.617
H -3.529 3.432 1.543
H -1.420 2.974 0.424
H -2.139 4.399 -0.256
C 0.590 0.433 -0.087
C -0.769 -0.254 0.027
C -1.167 -0.479 1.502
C -0.985 0.748 2.277
N -0.877 1.702 2.907
H 1.081 0.140 -1.015
H 1.269 0.236 0.745
H 0.492 1.523 -0.123
H -0.537 -1.194 -0.482
H -1.523 0.217 -0.599
H -0.504 -1.277 1.836
H -2.193 -0.743 1.771
C -6.820 2.845 5.864
C -6.438 1.720 4.904
C -5.098 1.935 4.165
C -4.807 0.798 3.290
N -4.622 -0.070 2.562
H -7.893 2.865 6.024
H -6.417 3.797 5.523
H -6.342 2.617 6.821
H -7.176 1.730 4.093
H -6.441 0.693 5.271
H -4.309 2.139 4.887
H -5.219 2.771 3.472
C 1.944 -2.970 -0.827
C 2.799 -3.711 0.213
C 4.282 -3.596 -0.144
C 4.891 -2.293 0.135
N 5.329 -1.264 0.394
H 0.888 -2.984 -0.562
H 2.169 -3.419 -1.792
H 2.192 -1.904 -0.860
H 2.409 -4.730 0.215
H 2.613 -3.348 1.225
H 4.537 -3.804 -1.188
H 4.861 -4.341 0.409
*
```


[3]
Molecular formula: C3H6O2
Method: DFT, ωB97M-V with the def2-TZVPD basis set

Computed properties:
E_HOMO = -9.17 eV
M = 74.08 g/mol
Orbital gap = 0.36286 Ha
F_max = 0.44 eV Å⁻¹
Structure (SMILES) = C=C(O)CO
ΔE to the lowest compared entry with this formula, charge and spin = 32.9 kcal per mole

ORCA input file:
```
! RIJCOSX wB97M-V def2-TZVPD def2/J DEFGRID3
* xyz 0 1
C -1.447 -0.589 -0.272
C -0.347 0.078 0.059
O -0.342 1.148 0.907
C 1.046 -0.225 -0.441
O 2.039 0.012 0.523
H -2.394 -0.325 0.184
H -1.429 -1.372 -1.021
H -1.253 1.433 1.084
H 1.251 0.333 -1.368
H 1.089 -1.287 -0.687
H 1.788 0.794 1.031
*
```


[4]
Molecular formula: C49H141N21O16
Method: DFT, ωB97M-V with the def2-TZVPD basis set

Computed properties:
E_HOMO = -8.54 eV
M = 1280.80 g/mol
Orbital gap = 0.33379 Ha
F_max = 3.72 eV Å⁻¹
ΔE to the lowest compared entry with this formula, charge and spin = 13.6 kcal per mole

ORCA input file:
```
! RIJCOSX wB97M-V def2-TZVPD def2/J DEFGRID3
* xyz 0 1
C -27.026 4.398 7.768
C -26.852 2.834 7.588
C -26.222 2.172 8.873
O -26.015 0.806 8.553
C -25.357 0.213 9.678
N -28.070 2.148 7.250
H -27.878 4.764 8.376
H -27.167 4.834 6.790
H -26.144 4.821 8.097
H -26.136 2.649 6.864
H -26.873 2.265 9.755
H -25.258 2.714 9.038
H -25.923 0.462 10.658
H -24.362 0.607 9.919
H -25.340 -0.882 9.551
H -27.758 1.192 7.181
H -28.362 2.385 6.302
C -22.116 1.924 7.953
C -21.443 3.235 8.498
C -20.883 3.981 7.320
O -20.180 5.063 7.870
C -20.013 6.173 7.043
N -22.532 3.936 9.208
H -21.457 1.290 7.433
H -22.910 2.330 7.268
H -22.643 1.344 8.715
H -20.624 3.145 9.242
H -21.643 4.352 6.685
H -20.100 3.263 6.889
H -19.775 5.994 6.013
H -19.259 6.865 7.445
H -20.948 6.714 6.985
H -22.405 4.906 9.324
H -22.715 3.488 10.122
C -22.465 9.696 13.571
C -22.459 8.501 14.560
C -21.718 8.706 15.866
O -20.521 9.475 15.687
C -19.683 9.415 16.830
N -23.790 8.057 15.007
H -22.443 10.644 14.033
H -23.252 9.533 12.847
H -21.578 9.744 12.949
H -21.948 7.698 13.995
H -21.357 7.718 16.222
H -22.453 9.121 16.595
H -19.327 8.337 16.893
H -20.237 9.654 17.726
H -18.856 10.044 16.768
H -24.410 8.768 15.401
H -24.283 7.680 14.150
C -31.882 10.069 15.777
C -31.087 8.796 16.028
C -31.969 7.606 16.443
O -32.634 7.903 17.705
C -33.697 7.080 17.915
N -30.438 8.399 14.737
H -32.638 9.915 14.960
H -31.253 10.867 15.366
H -32.348 10.352 16.715
H -30.342 8.999 16.803
H -31.416 6.703 16.668
H -32.736 7.475 15.646
H -34.610 7.631 17.572
H -33.772 6.742 18.940
H -33.556 6.100 17.379
H -29.838 9.132 14.503
H -29.842 7.548 14.747
C -25.996 7.140 17.774
C -27.508 7.159 18.148
C -28.003 8.329 18.993
O -27.628 9.595 18.433
C -28.533 10.637 18.680
N -28.404 6.988 16.988
H -25.247 6.879 18.547
H -25.844 8.210 17.451
H -25.774 6.425 16.933
H -27.705 6.266 18.762
H -27.718 8.232 20.081
H -29.128 8.242 19.016
H -27.990 11.517 18.607
H -28.926 10.655 19.678
H -29.314 10.736 17.924
H -28.018 6.223 16.373
H -28.620 7.800 16.421
C -26.658 5.096 13.883
C -26.350 5.197 12.415
C -24.851 4.872 12.106
O -24.079 5.636 12.975
C -22.706 5.404 12.760
N -27.288 4.466 11.626
H -25.945 5.656 14.448
H -26.743 3.998 14.289
H -27.696 5.440 14.102
H -26.581 6.221 12.132
H -24.611 5.146 11.020
H -24.643 3.811 12.253
H -22.244 5.981 13.557
H -22.389 5.766 11.766
H -22.445 4.366 13.038
H -27.481 3.533 11.949
H -26.979 4.421 10.667
C -25.724 9.085 8.713
C -24.812 8.087 9.447
C -23.311 8.342 9.171
O -22.683 7.199 9.854
C -21.407 7.572 10.261
N -25.087 8.166 10.879
H -26.733 9.067 9.206
H -25.900 8.786 7.668
H -25.259 10.119 8.760
H -25.068 7.135 8.964
H -22.968 9.250 9.637
H -23.139 8.342 8.105
H -21.070 8.373 9.578
H -20.718 6.700 10.280
H -21.422 8.051 11.290
H -26.108 8.251 10.935
H -24.797 7.362 11.432
C -25.393 11.751 16.528
C -26.143 12.240 15.347
C -26.986 11.265 14.544
O -26.179 10.224 14.086
C -27.031 9.097 13.774
N -27.024 13.379 15.877
H -24.745 10.888 16.338
H -26.199 11.500 17.204
H -24.730 12.540 16.977
H -25.550 12.760 14.629
H -27.351 11.857 13.705
H -27.815 10.833 15.122
H -27.396 8.548 14.650
H -26.364 8.404 13.250
H -27.840 9.351 13.090
H -27.666 13.674 15.184
H -27.572 12.995 16.634
C -21.980 -0.695 11.774
C -21.716 0.497 12.658
C -20.276 0.881 12.946
O -19.447 -0.318 13.077
C -18.118 -0.038 13.469
N -22.371 1.720 12.018
H -21.362 -1.589 11.916
H -21.806 -0.365 10.706
H -23.062 -1.008 11.748
H -22.150 0.323 13.679
H -20.195 1.493 13.862
H -19.808 1.598 12.219
H -17.636 0.782 12.877
H -17.513 -0.917 13.393
H -18.113 0.316 14.519
H -23.360 1.492 11.954
H -22.168 2.422 12.738
C -28.650 -1.562 16.597
C -29.385 -0.405 15.872
C -28.778 0.065 14.497
O -27.551 0.845 14.737
C -26.709 0.763 13.661
N -30.732 -0.863 15.491
H -28.300 -2.276 15.840
H -29.415 -2.044 17.209
H -27.856 -1.271 17.279
H -29.410 0.452 16.552
H -29.436 0.771 13.907
H -28.476 -0.878 13.931
H -25.928 1.467 13.683
H -27.245 1.015 12.775
H -26.209 -0.206 13.574
H -31.197 -1.171 16.346
H -31.245 -0.077 15.117
C -22.463 5.637 17.927
C -22.366 5.107 16.489
C -21.650 3.753 16.478
O -21.101 3.441 15.200
C -19.726 3.752 15.063
N -23.737 4.931 15.979
H -23.021 6.623 18.041
H -21.508 5.866 18.381
H -22.922 4.908 18.701
H -21.774 5.841 15.982
H -22.348 2.955 16.729
H -20.811 3.770 17.235
H -19.396 3.641 14.042
H -19.165 3.128 15.732
H -19.510 4.842 15.191
H -23.700 4.610 14.996
H -24.185 5.847 16.043
C -29.780 2.230 10.777
O -28.636 2.067 11.204
N -30.099 2.233 9.466
N -30.893 2.442 11.626
H -31.002 2.694 9.281
H -29.326 2.289 8.801
H -31.682 1.879 11.373
H -30.811 2.274 12.628
C -19.029 7.364 12.863
O -19.828 6.493 13.035
N -18.068 7.267 11.868
N -18.857 8.505 13.593
H -17.931 8.181 11.468
H -18.199 6.480 11.237
H -18.018 9.046 13.555
H -19.423 8.716 14.411
C -30.471 2.890 15.306
O -31.272 2.254 14.554
N -29.253 3.333 14.958
N -30.908 3.382 16.507
H -28.735 2.830 14.221
H -28.651 3.362 15.785
H -30.299 3.900 17.083
H -31.832 3.174 16.814
C -29.128 7.383 11.311
O -28.136 7.741 10.666
N -29.489 6.197 11.822
N -30.108 8.390 11.529
H -30.196 6.272 12.548
H -28.738 5.427 11.931
H -30.588 8.412 12.381
H -30.177 9.305 11.004
C -26.947 2.996 17.455
O -27.608 4.050 17.514
N -27.597 1.806 17.536
N -25.567 3.114 17.508
H -27.281 1.016 16.938
H -28.603 1.934 17.508
H -25.057 2.266 17.507
H -25.113 3.980 17.151
*
```


[5]
Molecular formula: C8H16N2Si
Method: DFT, ωB97M-V with the def2-TZVPD basis set

Computed properties:
E_HOMO = -8.32 eV
M = 168.32 g/mol
Orbital gap = 0.33359 Ha
F_max = 4.22 eV Å⁻¹
Structure (SMILES) = CC(C)[Si](C)(C)c1ncc[nH]1
ΔE to the lowest compared entry with this formula, charge and spin = 66.3 kcal per mole

ORCA input file:
```
! RIJCOSX wB97M-V def2-TZVPD def2/J DEFGRID3
* xyz 0 1
C -2.268 1.916 -2.394
C -2.734 2.215 -1.150
C -1.033 0.878 -0.963
C 1.015 -1.562 2.488
C -0.812 -1.922 0.826
C 2.128 1.430 0.385
C 1.526 -1.085 -1.754
C 0.123 -0.918 1.410
N -1.240 1.048 -2.215
N -1.936 1.616 -0.230
Si 0.958 -0.072 -0.216
H -2.598 2.084 -3.375
H -3.638 2.715 -0.851
H 1.785 -2.090 2.027
H 1.517 -0.842 3.106
H 0.387 -2.140 3.148
H -0.200 -2.836 0.611
H -1.077 -1.609 -0.138
H -1.577 -2.084 1.535
H 1.620 2.113 1.096
H 3.207 1.194 0.726
H 2.103 1.942 -0.575
H 1.584 -2.128 -1.606
H 0.991 -0.763 -2.631
H 2.473 -0.691 -1.954
H -0.414 -0.008 1.934
H -1.891 1.601 0.762
*
```


[6]
Molecular formula: C5H5N
Method: DFT, ωB97M-V with the def2-TZVPD basis set

Computed properties:
E_HOMO = -8.95 eV
M = 79.10 g/mol
Orbital gap = 0.32943 Ha
F_max = 2.24 eV Å⁻¹
ΔE to the lowest compared entry with this formula, charge and spin = 120.5 kcal per mole

ORCA input file:
```
! RIJCOSX wB97M-V def2-TZVPD def2/J DEFGRID3
* xyz 0 1
C 0.772 -0.360 1.207
C -0.773 0.064 0.029
C -0.296 0.929 -1.004
C 0.148 1.647 -1.868
C -1.284 -1.223 -0.332
N -1.649 -2.295 -0.587
H 1.312 0.546 1.511
H 0.529 -0.966 2.096
H 1.274 -0.922 0.448
H -0.552 0.257 1.110
H 0.519 2.322 -2.611
*
```